Record 1
{
  "formula": "H17O9",
  "method": "ωB97M-V/def2-TZVPD",
  "multiplicity": 1,
  "gap_ev": 9.552,
  "charge": -1,
  "e_homo_ev": -6.262,
  "e_tot_ha": -687.4204,
  "elements": ["O", "H", "H", "O", "H", "O", "H", "H", "O", "H", "H", "O", "H", "H", "O", "H", "H", "O", "H", "H", "O", "H", "H", "O", "H", "H"],
  "coordinates": [[-2.342, 2.416, -1.490], [-0.889, -1.653, -1.556], [0.523, -1.190, 2.937], [-1.994, -2.844, 0.779], [-1.649, -3.732, 0.679], [0.368, 0.519, -0.459], [1.226, 0.870, -0.706], [0.258, -0.566, -0.569], [1.163, 3.736, -0.188], [-0.274, 2.376, 2.049], [1.080, 3.179, 0.588], [0.618, -0.235, 2.846], [-2.048, 1.503, -1.395], [0.562, 3.354, -0.833], [-0.653, 2.232, 1.184], [1.472, -1.225, -2.426], [-0.541, 1.357, 0.730], [-0.218, -1.821, -0.887], [0.931, -0.277, 1.926], [-1.336, -2.219, 0.356], [1.246, -2.611, 1.131], [1.955, -3.074, 0.683], [0.438, -2.697, 0.579], [1.522, -0.342, -2.804], [0.738, 0.140, -2.531], [-2.157, 2.803, -0.624]],
  "mulliken_charge": [-0.6657, 0.1804, 0.3410, -0.7020, 0.2788, -0.6642, 0.2365, 0.4808, -0.6506, 0.2544, 0.3354, -0.6638, 0.3044, 0.3271, -0.6659, 0.3192, 0.3345, -1.0303, 0.3064, 0.4637, -0.6175, 0.2561, 0.2525, -0.6617, 0.3139, 0.3363]
}

Record 2
{
  "formula": "C7H9F6N3O9PdS3",
  "method": "ωB97M-V/def2-TZVPD",
  "multiplicity": 1,
  "gap_ev": [6.847, 6.859],
  "e_homo_ev": [-9.392, -9.389],
  "e_tot_ha": -3035.1730,
  "elements": ["Pd", "O", "C", "O", "C", "O", "C", "C", "O", "O", "H", "H", "H", "H", "H", "F", "C", "F", "F", "S", "O", "O", "N", "S", "O", "O", "C", "F", "F", "F", "N", "C", "N", "S", "H", "H", "H", "H"],
  "coordinates": [[-0.727, -0.209, 0.445], [1.739, 3.344, 1.063], [1.266, 2.111, 1.062], [0.864, 1.578, 0.052], [1.288, 1.497, 2.455], [0.770, 0.193, 2.513], [1.744, -0.832, 2.325], [2.210, -0.975, 0.838], [3.397, -1.003, 0.591], [1.261, -1.081, -0.003], [1.656, 3.740, 0.178], [2.320, 1.546, 2.833], [0.653, 2.127, 3.089], [2.617, -0.666, 2.970], [1.235, -1.762, 2.596], [-5.298, 1.227, -1.951], [-4.880, 0.242, -1.167], [-5.877, -0.116, -0.372], [-4.607, -0.810, -1.960], [-3.313, 0.722, -0.234], [-3.111, -0.314, 0.737], [-2.317, 0.774, -1.274], [-3.768, 2.100, 0.352], [-2.572, 2.822, 1.083], [-1.467, 1.916, 1.296], [-2.936, 3.656, 2.169], [-1.948, 4.034, -0.248], [-0.635, 3.888, -0.465], [-2.142, 5.297, 0.123], [-2.576, 3.847, -1.405], [-0.392, -1.513, -2.247], [-1.376, -2.200, -1.671], [-2.374, -2.688, -2.417], [-1.334, -2.604, -0.019], [-0.425, -1.273, -3.225], [0.434, -1.261, -1.696], [-2.480, -2.437, -3.388], [-3.153, -3.130, -1.955]],
  "mulliken_charge": [0.8060, -0.5317, 0.6611, -0.5088, -0.6860, -0.3525, -0.3965, 0.4356, -0.6496, -0.4740, 0.4281, 0.4688, 0.3861, 0.3376, 0.2366, -0.2067, 0.4409, -0.2175, -0.1796, 1.0852, -0.5902, -0.5443, -0.6068, 1.0501, -0.4675, -0.6736, 0.6783, -0.2179, -0.2370, -0.2290, -0.2681, 0.6819, -0.4129, -0.2810, 0.1674, 0.4143, 0.2181, 0.2348]
}

Record 3
{
  "formula": "C68H121B3F18N22O6S2",
  "method": "ωB97M-V/def2-TZVPD",
  "multiplicity": 1,
  "gap_ev": 6.446,
  "charge": 6,
  "e_homo_ev": -17.104,
  "e_tot_ha": -6986.6338,
  "elements": ["C", "C", "N", "C", "C", "N", "C", "C", "H", "H", "H", "H", "H", "H", "H", "H", "H", "H", "H", "C", "C", "N", "C", "C", "N", "C", "C", "H", "H", "H", "H", "H", "H", "H", "H", "H", "H", "H", "C", "C", "N", "C", "C", "N", "C", "C", "H", "H", "H", "H", "H", "H", "H", "H", "H", "H", "H", "C", "C", "N", "C", "C", "N", "C", "C", "H", "H", "H", "H", "H", "H", "H", "H", "H", "H", "H", "C", "C", "N", "C", "C", "N", "C", "C", "H", "H", "H", "H", "H", "H", "H", "H", "H", "H", "H", "C", "C", "N", "C", "C", "N", "C", "C", "H", "H", "H", "H", "H", "H", "H", "H", "H", "H", "H", "C", "C", "N", "C", "C", "N", "C", "C", "H", "H", "H", "H", "H", "H", "H", "H", "H", "H", "H", "C", "C", "N", "C", "C", "N", "C", "C", "H", "H", "H", "H", "H", "H", "H", "H", "H", "H", "H", "C", "C", "N", "C", "C", "N", "C", "C", "H", "H", "H", "H", "H", "H", "H", "H", "H", "H", "H", "C", "C", "N", "C", "C", "N", "C", "C", "H", "H", "H", "H", "H", "H", "H", "H", "H", "H", "H", "C", "C", "N", "C", "C", "N", "C", "C", "H", "H", "H", "H", "H", "H", "H", "H", "H", "H", "H", "B", "F", "F", "F", "F", "B", "F", "F", "F", "F", "B", "F", "F", "F", "F", "C", "F", "F", "F", "S", "O", "O", "O", "C", "F", "F", "F", "S", "O", "O", "O"],
  "coordinates": [[10.771, 9.494, -14.943], [10.245, 10.842, -15.444], [9.503, 11.680, -14.443], [9.234, 13.031, -14.586], [8.402, 13.362, -13.467], [8.084, 12.244, -12.771], [8.782, 11.184, -13.357], [7.225, 12.236, -11.618], [11.331, 8.895, -15.661], [9.858, 8.949, -14.703], [11.311, 9.557, -13.998], [9.475, 10.737, -16.209], [11.134, 11.343, -15.825], [9.406, 13.476, -15.555], [7.985, 14.316, -13.179], [8.638, 10.149, -13.084], [7.568, 12.672, -10.680], [6.869, 11.215, -11.479], [6.334, 12.852, -11.741], [11.966, 9.391, -21.382], [11.701, 9.935, -19.968], [12.832, 9.748, -18.998], [12.857, 8.612, -18.081], [13.923, 8.678, -17.212], [14.606, 9.905, -17.506], [13.896, 10.526, -18.551], [15.538, 10.498, -16.585], [12.003, 8.325, -21.606], [12.968, 9.789, -21.544], [11.285, 9.754, -22.151], [10.752, 9.580, -19.567], [11.543, 11.008, -20.071], [12.040, 7.907, -18.131], [14.148, 8.067, -16.351], [14.120, 11.554, -18.795], [15.567, 9.794, -15.753], [15.156, 11.483, -16.315], [16.538, 10.616, -17.004], [11.532, 7.605, -24.418], [11.255, 8.912, -25.117], [9.812, 9.033, -25.257], [9.070, 8.307, -26.102], [7.780, 8.861, -25.975], [7.808, 9.937, -25.175], [9.059, 9.936, -24.594], [6.655, 10.751, -24.823], [11.147, 6.729, -24.939], [10.986, 7.619, -23.475], [12.611, 7.483, -24.322], [11.716, 8.933, -26.104], [11.391, 9.780, -24.472], [9.427, 7.471, -26.685], [6.874, 8.557, -26.480], [9.425, 10.639, -23.860], [6.382, 10.739, -23.768], [5.864, 10.394, -25.483], [6.867, 11.756, -25.189], [6.103, 7.776, -14.667], [5.806, 7.063, -15.908], [6.408, 7.834, -17.035], [6.767, 9.190, -17.040], [7.235, 9.434, -18.365], [7.408, 8.199, -19.013], [6.863, 7.197, -18.216], [8.076, 8.149, -20.281], [7.182, 7.920, -14.618], [5.750, 7.093, -13.894], [5.543, 8.703, -14.545], [4.747, 7.072, -16.166], [6.238, 6.063, -15.868], [6.395, 9.954, -16.373], [7.534, 10.349, -18.853], [6.776, 6.136, -18.400], [7.909, 9.020, -20.915], [7.811, 7.192, -20.729], [9.146, 8.076, -20.085], [16.306, 17.689, -22.082], [15.429, 16.512, -21.513], [15.548, 16.488, -20.106], [15.364, 17.459, -19.150], [15.713, 16.994, -17.879], [16.068, 15.606, -18.053], [15.871, 15.362, -19.367], [16.386, 14.581, -17.010], [16.251, 18.597, -21.482], [16.247, 17.835, -23.161], [17.375, 17.517, -21.960], [15.644, 15.503, -21.864], [14.400, 16.689, -21.824], [15.023, 18.430, -19.477], [15.640, 17.414, -16.886], [16.086, 14.378, -19.757], [17.445, 14.334, -17.089], [15.724, 13.718, -17.081], [16.220, 14.993, -16.014], [16.142, 8.873, -11.186], [16.226, 9.638, -12.517], [15.199, 10.647, -12.705], [13.947, 10.350, -13.133], [13.201, 11.576, -13.051], [14.022, 12.582, -13.001], [15.291, 12.102, -12.735], [13.567, 13.963, -13.025], [15.145, 8.456, -11.043], [16.484, 9.389, -10.289], [16.587, 7.878, -11.210], [16.411, 8.932, -13.326], [17.150, 10.216, -12.532], [13.598, 9.349, -13.338], [12.140, 11.779, -13.034], [16.183, 12.706, -12.811], [13.458, 14.355, -14.037], [14.258, 14.667, -12.562], [12.609, 14.154, -12.542], [13.045, 13.262, -21.639], [11.661, 13.755, -21.364], [11.439, 15.105, -20.893], [10.555, 15.473, -19.960], [10.525, 16.858, -19.854], [11.251, 17.290, -20.960], [11.886, 16.213, -21.539], [11.067, 18.597, -21.516], [13.146, 12.270, -22.078], [13.525, 13.361, -20.665], [13.512, 13.988, -22.305], [11.189, 13.032, -20.699], [11.049, 13.508, -22.231], [10.050, 14.718, -19.376], [9.898, 17.576, -19.347], [12.231, 16.129, -22.559], [11.472, 18.692, -22.523], [11.820, 19.135, -20.940], [10.062, 19.002, -21.641], [17.054, 5.986, -17.907], [15.978, 5.215, -17.066], [15.858, 3.776, -17.215], [15.624, 3.060, -18.377], [15.731, 1.723, -18.135], [16.233, 1.591, -16.813], [16.254, 2.826, -16.277], [16.472, 0.392, -16.175], [17.249, 5.559, -18.891], [17.960, 5.897, -17.309], [16.838, 7.033, -18.118], [15.083, 5.693, -17.464], [15.787, 5.531, -16.040], [15.512, 3.530, -19.342], [15.714, 0.921, -18.858], [16.638, 2.920, -15.272], [16.768, -0.264, -16.994], [15.574, 0.118, -15.621], [17.402, 0.505, -15.618], [17.244, 7.050, -24.342], [17.094, 7.443, -22.825], [15.801, 6.922, -22.341], [15.209, 7.297, -21.111], [14.006, 6.564, -20.927], [13.978, 5.666, -21.928], [15.117, 5.777, -22.703], [12.904, 4.692, -22.307], [17.355, 5.970, -24.437], [18.163, 7.461, -24.760], [16.424, 7.244, -25.032], [17.169, 8.508, -22.603], [17.862, 6.975, -22.209], [15.765, 7.883, -20.395], [13.387, 6.467, -20.048], [15.208, 5.249, -23.640], [11.941, 5.184, -22.166], [12.978, 3.777, -21.719], [12.859, 4.551, -23.387], [14.450, 10.474, -24.009], [14.908, 10.341, -25.460], [16.324, 10.214, -25.630], [17.269, 10.276, -24.698], [18.524, 10.076, -25.346], [18.304, 9.893, -26.677], [16.928, 9.886, -26.875], [19.287, 9.771, -27.731], [13.427, 10.848, -23.975], [15.033, 11.269, -23.545], [14.279, 9.505, -23.541], [14.668, 11.182, -26.111], [14.375, 9.452, -25.795], [17.077, 10.569, -23.677], [19.522, 10.320, -25.013], [16.428, 9.712, -27.816], [18.961, 9.841, -28.769], [19.879, 8.858, -27.674], [19.911, 10.664, -27.687], [21.462, 4.416, -17.509], [22.042, 5.669, -16.782], [21.137, 6.794, -16.964], [20.591, 7.360, -15.838], [19.783, 8.291, -16.285], [19.866, 8.473, -17.682], [20.749, 7.500, -18.097], [19.022, 9.327, -18.508], [22.315, 3.862, -17.901], [20.703, 4.513, -18.284], [20.994, 3.827, -16.720], [23.020, 5.960, -17.165], [22.294, 5.422, -15.750], [20.564, 6.975, -14.829], [19.179, 8.892, -15.621], [20.919, 7.317, -19.148], [19.644, 9.925, -19.174], [18.431, 10.050, -17.946], [18.591, 8.638, -19.234], [16.653, 11.663, -20.872], [15.700, 10.652, -20.843], [16.319, 12.740, -21.615], [16.622, 12.130, -19.578], [17.889, 11.140, -21.309], [13.546, 6.669, -13.728], [13.972, 5.454, -14.257], [14.506, 7.515, -14.236], [12.330, 7.185, -14.173], [13.381, 6.603, -12.319], [12.372, 13.713, -17.551], [13.074, 14.743, -18.107], [13.291, 12.915, -16.886], [11.404, 14.202, -16.669], [11.776, 12.861, -18.562], [11.710, 4.673, -18.196], [12.626, 5.669, -17.808], [12.144, 3.782, -19.044], [11.327, 4.002, -17.110], [10.194, 5.639, -18.926], [9.940, 6.585, -17.896], [10.583, 6.231, -20.244], [9.054, 4.655, -18.966], [20.211, 13.727, -15.110], [19.434, 14.713, -15.168], [20.956, 13.697, -16.227], [20.942, 13.768, -13.985], [19.154, 12.162, -14.942], [18.371, 11.899, -16.162], [20.211, 11.087, -14.777], [18.237, 12.232, -13.792]],
  "mulliken_charge": [-1.0451, 0.2624, 0.7795, -0.4225, -0.8352, 0.1238, -0.3595, -0.8184, 0.1604, 0.0091, 0.3712, 0.3640, -0.2567, 0.5199, 0.4907, 0.4587, 0.3567, 0.2927, 0.3833, 1.4604, 0.4232, 1.2509, -1.0139, -0.6619, 1.2450, -1.1601, 0.8962, -0.7546, -0.6394, 0.2439, -0.0148, -0.9541, 0.4698, 0.7747, 0.5467, -0.1209, -0.3003, -0.7015, -0.6082, -0.1800, 0.2466, -0.1974, -0.4436, 0.2066, -0.7101, -0.7765, 0.5837, 0.1820, 0.0956, 0.3815, -0.1703, 0.4770, 0.4603, 0.6131, 0.3044, 0.3194, 0.3797, -1.1324, -0.2824, 0.1914, -0.6194, -0.4670, 0.3235, -0.3741, -0.5450, 0.1893, 0.4319, 0.3251, 0.3008, 0.4332, 0.5547, 0.4937, 0.4755, 0.4296, 0.4206, -0.2115, -1.3165, 0.4638, 0.4960, -0.3157, -0.8752, 0.2938, -0.7113, -0.5384, 0.3597, 0.3825, 0.4028, 0.0634, -0.2207, 0.5516, 0.4960, 0.6890, 0.3831, -0.0287, 0.2999, -1.4049, 0.2027, 0.3740, -0.3403, -0.5654, 0.4107, -0.7275, -0.8586, 0.3747, 0.3709, 0.4214, -0.1550, 0.3155, 0.3449, 0.5866, 0.6819, 0.2661, 0.3955, 0.3763, 0.9106, -1.5790, 0.6488, -0.0560, -1.0177, 0.1353, -0.4403, -0.9274, -0.6335, -0.3969, 0.7170, 0.2030, 0.4914, 0.5048, 0.5494, 0.6227, 0.3650, 0.3836, 0.3682, -0.3485, -0.3514, 0.6576, -0.1475, -0.7329, 0.0942, -0.3015, -0.7785, 0.3763, 0.2730, -0.1387, -0.8075, 0.7842, 0.4383, 0.4087, 0.5272, 0.3132, 0.3242, 0.3804, -1.8161, 0.3112, 1.0348, -1.3936, -0.2363, 0.4194, -0.7166, -0.8140, 0.5897, 0.3932, 0.3532, -0.1619, 0.3621, 0.8974, 0.3150, 0.4484, 0.2396, 0.3019, 0.3795, -0.5173, -1.0179, 0.4421, 0.0084, -1.5017, 0.2363, -0.3877, -0.8270, 0.1203, 0.5874, -0.1098, 0.3920, 0.6123, 0.7121, 0.5285, 0.4501, 0.3486, 0.3347, 0.3781, -0.9847, -0.6056, 0.2403, -0.5753, -0.4774, 0.4473, -0.2243, -0.7363, 0.3537, 0.2731, 0.3096, 0.4021, 0.3749, 0.4051, 0.4858, 0.4455, 0.4669, -0.0718, 0.3055, 0.0167, 0.0829, -0.2913, -0.1120, -0.3279, 0.0865, -0.3230, -0.2707, -0.1707, -0.3650, 0.3129, -0.0429, -0.3745, -0.2308, -0.3898, 0.4440, -0.1837, -0.1757, -0.1976, 0.8383, -0.4377, -0.5497, -0.6859, 0.4616, -0.1843, -0.2028, -0.1768, 1.3787, -0.7389, -0.7145, -0.6961]
}